This record from the Open Molecules 2025 dataset describes a molecular structure, C12H10AuN2O5 in a non-equilibrium geometry. The level of theory is ωB97M-V/def2-TZVPD.

ORCA input file:
```
! wB97M-V def2-TZVPD RIJCOSX def2/J DEFGRID3
* xyz 0 4
Au -0.557 0.151 -0.430
O -0.868 -1.778 3.210
C -0.824 -1.517 2.006
O -0.242 -0.376 1.667
C -1.332 -2.343 0.944
C -2.022 -3.545 1.180
C -2.464 -4.290 0.124
C -2.199 -3.845 -1.210
C -1.540 -2.663 -1.397
N -1.130 -1.919 -0.356
H -2.171 -3.827 2.214
H -3.012 -5.209 0.286
H -2.510 -4.423 -2.068
H -1.312 -2.289 -2.387
O -2.692 0.887 -0.552
C -2.305 1.999 -0.987
O -1.084 2.240 -1.201
H -3.048 2.783 -1.177
O 1.579 0.187 -0.746
N 2.091 1.348 -0.370
C 2.746 1.419 0.802
C 3.304 2.606 1.212
C 3.182 3.739 0.418
C 2.491 3.637 -0.782
C 1.953 2.431 -1.158
H 2.778 0.497 1.364
H 3.826 2.649 2.157
H 3.613 4.681 0.725
H 2.359 4.495 -1.424
H 1.391 2.274 -2.065
*
```

Calculated values
* HOMO level (alpha / beta): -0.189 / -0.324 Eh
* gap between HOMO and LUMO (alpha / beta): 4.4 / 6.6 eV
* energy relative to the best compared isomer or geometry (same formula, charge and spin): 5.1 kcal per mole
* calculated total energy: -1084.47261 a.u.

Atom charges from the Mulliken analysis, given in e for atoms 1 to 5: atom 1 (Au): 0.76, atom 2 (O): -0.67, atom 3 (C): 0.51, atom 4 (O): -0.43, atom 5 (C): 0.55



This record from the Open Molecules 2025 dataset describes C5H9NO in the gas phase in a non-equilibrium geometry. The level of theory is ωB97M-V/def2-TZVPD.

ORCA input file:
```
! wB97M-V def2-TZVPD RIJCOSX def2/J DEFGRID3
* xyz 0 1
C -0.994 1.287 -1.378
C -0.353 -0.041 -0.922
C 0.705 0.182 0.216
O 0.366 1.284 1.032
C 0.893 -0.911 1.378
C 0.547 -2.256 0.956
N 0.159 -3.258 0.531
H -0.270 1.972 -1.834
H -1.784 1.108 -2.118
H -1.454 1.823 -0.544
H 0.080 -0.522 -1.814
H -1.136 -0.725 -0.581
H 1.625 0.506 -0.309
H -0.535 1.087 1.318
H 0.250 -0.688 2.262
H 1.901 -0.848 1.806
*
```

Calculated values
* SMILES string: CC[C@@H](O)CC#N
* HOMO level: -0.391 Eh
* gap between HOMO and LUMO: 11.4 eV
* energy relative to the best compared isomer or geometry (same formula, charge and spin): 37.7 kcal per mole
* calculated total energy: -325.87748 a.u.

Atom charges from the Mulliken analysis, given in e for atoms 1 to 5: atom 1 (C): -1.15, atom 2 (C): -0.56, atom 3 (C): -0.06, atom 4 (O): -0.55, atom 5 (C): -0.45



This record from the Open Molecules 2025 dataset describes 4 unconnected molecules or ions with the total composition C3H12O4 in a non-equilibrium geometry. The level of theory is ωB97M-V/def2-TZVPD.

ORCA input file:
```
! wB97M-V def2-TZVPD RIJCOSX def2/J DEFGRID3
* xyz 0 1
C 2.030 -0.408 -2.499
C 1.980 0.065 -1.256
C 0.797 0.735 -0.651
O 0.825 0.560 0.767
H 2.952 -0.566 -3.038
H 1.089 -0.394 -3.045
H 2.826 0.003 -0.576
H -0.173 0.321 -0.973
H 0.740 1.785 -0.960
H -0.020 0.868 1.118
O -0.132 -1.885 0.784
H 0.198 -2.521 0.140
H 0.545 -1.185 0.775
O -2.640 -0.662 0.589
H -3.132 -1.363 0.148
H -1.760 -1.078 0.686
O -1.594 1.744 1.538
H -2.190 2.365 1.958
H -2.089 0.938 1.317
*
```

Calculated values
* SMILES string: C=CCO.O.O.O
* HOMO level: -0.359 Eh
* gap between HOMO and LUMO: 10.5 eV
* energy relative to the best compared isomer or geometry (same formula, charge and spin): 18.0 kcal per mole
* calculated total energy: -422.43286 a.u.

Atom charges from the Mulliken analysis, given in e for atoms 1 to 5: atom 1 (C): -0.74, atom 2 (C): -0.08, atom 3 (C): -0.33, atom 4 (O): -0.64, atom 5 (H): 0.28